# 1
The following is a quantum chemistry calculation of a molecular structure, C48H36F6OP2SSbTl, from OMol25.

XYZ file:
```
96
Properties=species:S:1:pos:R:3:forces:R:3:mulliken_spin:R:1
Tl -0.48362 3.05165 -3.19544 0.02 0.11 0.48 -0.0005
O -0.99023 0.48696 -1.85595 0.09 -0.35 0.35 -0.0009
S 0.41742 0.29059 0.56029 0.12 0.32 0.25 -0.0110
C -0.18814 -1.36448 0.90626 -0.48 -0.11 -0.25 0.1872
C 0.65342 -2.29094 1.54730 0.07 -0.04 0.02 -0.0474
C 0.18253 -3.43270 2.15961 0.10 -0.02 0.01 0.1028
C -1.19946 -3.63137 2.19720 -0.31 0.12 -0.11 0.1038
C -2.02473 -4.67931 2.86327 0.01 -0.07 0.04 -0.0119
C -3.48159 -4.26261 2.58728 -0.03 -0.03 -0.06 -0.0236
C -3.37561 -3.09823 1.66622 0.19 -0.11 0.15 0.1700
C -4.35462 -2.35473 1.00697 -0.18 0.13 -0.11 0.1277
C -3.93912 -1.33179 0.17892 -0.14 0.00 0.18 -0.0571
C -2.59355 -0.92834 0.01245 0.27 -0.01 0.11 0.2539
P -2.40693 0.26568 -1.39659 -0.13 0.56 -0.58 0.0048
C -3.38419 -0.55899 -2.66814 0.20 0.00 0.23 0.0356
C -4.70371 -0.21733 -2.96719 -0.04 -0.07 -0.08 -0.0006
C -5.37876 -0.89978 -3.96879 0.00 -0.01 0.10 0.0026
C -4.75430 -1.94021 -4.64396 -0.04 0.00 0.00 0.0128
C -3.43998 -2.28052 -4.34891 0.09 -0.05 0.01 -0.0048
C -2.75429 -1.59971 -3.35745 -0.04 0.08 -0.09 0.0020
C -3.27703 1.76036 -0.91755 0.00 -0.50 0.17 0.0079
C -3.70496 2.62972 -1.92561 0.03 0.09 0.00 -0.0007
C -4.40986 3.77393 -1.59484 0.08 0.00 -0.04 0.0017
C -4.69177 4.05322 -0.26261 -0.02 -0.03 0.01 0.0014
C -4.25803 3.19954 0.74020 -0.03 -0.06 0.06 0.0032
C -3.55561 2.04784 0.41646 -0.02 0.13 -0.09 0.0151
C -1.57954 -1.61119 0.76993 -0.08 -0.04 -0.15 0.0596
C -2.02753 -2.73822 1.50704 0.16 0.01 0.02 -0.0391
C 1.25733 0.46669 2.12979 0.09 0.21 0.03 0.0172
C 0.63073 0.74484 3.32728 0.01 0.10 -0.19 -0.0060
C 1.35745 0.75720 4.53652 0.10 -0.01 0.14 -0.0017
C 2.70762 0.48122 4.52492 -0.05 -0.03 -0.14 0.0106
C 3.75880 0.35728 5.59597 -0.02 -0.02 0.12 -0.0017
C 5.09202 0.10669 4.83172 0.13 0.07 0.11 -0.0005
C 4.70066 -0.02577 3.38514 -0.05 0.00 -0.13 0.0033
C 5.40073 -0.30169 2.22751 0.05 0.01 0.13 0.0027
C 4.72477 -0.31916 0.99257 -0.03 -0.03 -0.10 -0.0012
C 3.36199 -0.07440 0.91033 -0.34 -0.07 -0.01 0.0042
P 2.35751 0.05999 -0.55751 0.88 0.15 -0.36 0.0195
C 2.39951 -1.37149 -1.63125 -0.25 0.10 0.11 -0.0078
C 1.38817 -2.32034 -1.76996 0.09 0.06 0.00 0.0063
C 1.63326 -3.46739 -2.50718 -0.07 0.00 0.02 0.0049
C 2.86572 -3.65846 -3.11746 0.00 0.02 0.00 0.0005
C 3.85420 -2.68806 -3.02016 0.04 -0.01 -0.01 0.0008
C 3.62921 -1.53997 -2.27978 0.00 0.01 0.07 -0.0014
C 2.83319 1.50935 -1.45139 -0.29 -0.26 0.11 0.0017
C 3.43822 2.56560 -0.76287 -0.03 0.04 -0.02 0.0026
C 3.82540 3.69201 -1.46653 -0.02 0.05 -0.01 -0.0010
C 3.59992 3.76896 -2.83614 0.02 -0.01 0.13 0.0030
C 2.98516 2.71943 -3.51636 -0.03 -0.05 -0.02 -0.0002
C 2.59151 1.58539 -2.82962 0.05 -0.01 -0.03 0.0021
C 2.63664 0.20944 2.08326 0.09 0.00 -0.04 0.0097
C 3.32269 0.22104 3.28834 -0.01 0.06 0.02 0.0004
H 1.71724 -2.09733 1.58556 0.01 0.05 0.00 -0.0093
H 0.87269 -4.12149 2.62887 -0.02 0.00 0.01 -0.0016
H -1.79302 -4.75745 3.92763 0.01 0.00 -0.01 0.0090
H -1.80971 -5.66263 2.43372 0.06 0.00 0.02 0.0134
H -4.00297 -3.95898 3.50153 -0.01 0.00 0.00 0.0214
H -4.08180 -5.06958 2.16061 -0.03 0.03 -0.02 0.0138
H -5.40747 -2.58205 1.11152 0.00 -0.01 -0.02 -0.0020
H -4.69537 -0.80270 -0.38802 0.01 0.00 0.02 -0.0085
H -5.20697 0.57712 -2.43267 0.01 0.04 -0.01 -0.0018
H -6.39310 -0.61791 -4.21649 -0.01 -0.04 0.01 0.0001
H -5.29897 -2.49492 -5.39621 0.04 0.06 -0.07 0.0002
H -2.94655 -3.06785 -4.90282 -0.04 -0.04 0.03 -0.0001
H -1.72393 -1.85067 -3.13197 0.02 0.01 -0.04 0.0029
H -3.50444 2.40582 -2.96896 -0.09 -0.04 -0.01 -0.0001
H -4.74006 4.45109 -2.37115 -0.02 -0.02 0.00 0.0001
H -5.26326 4.93611 -0.00983 0.04 0.02 0.01 0.0001
H -4.47938 3.41977 1.77576 0.02 0.03 -0.01 0.0004
H -3.23244 1.38052 1.20608 0.04 0.01 0.03 -0.0111
H -0.42580 0.96347 3.35183 -0.15 0.06 -0.01 0.0010
H 0.83968 0.98866 5.45764 -0.04 0.00 -0.02 0.0000
H 3.51839 -0.47943 6.25530 0.00 0.00 -0.01 0.0013
H 3.80108 1.24077 6.23290 0.01 0.03 -0.05 0.0008
H 5.62565 -0.77055 5.19795 -0.04 -0.04 -0.04 0.0002
H 5.77955 0.94594 4.95755 -0.01 0.01 -0.04 0.0002
H 6.46467 -0.49690 2.24494 0.00 -0.01 -0.01 -0.0001
H 5.29810 -0.52713 0.09719 -0.01 0.00 0.00 -0.0001
H 0.41531 -2.15544 -1.33334 -0.04 -0.04 0.01 0.0060
H 0.85956 -4.21765 -2.60138 -0.01 0.01 -0.05 0.0003
H 3.05254 -4.56206 -3.68193 0.00 0.01 -0.02 0.0001
H 4.80295 -2.82405 -3.52110 0.00 0.00 0.00 0.0001
H 4.39774 -0.77871 -2.21693 0.03 -0.03 -0.01 0.0000
H 3.59060 2.51909 0.30769 0.00 0.01 -0.01 0.0000
H 4.28863 4.51694 -0.94333 0.00 0.00 -0.01 0.0000
H 3.91441 4.64894 -3.38176 -0.02 0.01 0.01 0.0000
H 2.83368 2.78369 -4.58585 0.03 -0.02 -0.03 0.0000
H 2.15082 0.75003 -3.36059 -0.06 0.01 0.02 -0.0002
F 0.58853 2.98307 -0.73868 -0.25 0.11 -0.07 0.0006
Sb 0.01303 4.64836 0.20254 0.23 -1.48 -0.14 0.0000
F 1.55890 4.34062 1.23758 -0.07 0.29 -0.01 0.0001
F -0.91982 3.43143 1.32572 0.01 0.07 0.03 0.0002
F -0.64875 6.12857 1.08385 0.07 0.15 -0.04 0.0000
F -1.43299 4.50622 -1.04442 -0.03 0.14 -0.07 0.0000
F 0.97448 5.51179 -1.15997 0.03 0.19 0.08 0.0000
```
Forces are in eV/Å.

Summary:
Total charge ... +3
Electronic energy ... -4018.08465 a.u.
Max |F| ... 1.51 eV Å⁻¹
2S+1 ... 2
Gap between HOMO and LUMO (spin up / spin down) ... 6.71 / 4.13 eV

---

# 2
The following is a quantum chemistry calculation of C4H6N2OS in the gas phase, from OMol25.

XYZ file:
```
14
Properties=species:S:1:pos:R:3:forces:R:3:nbo_charge:R:1
C -2.30389 -0.60029 0.83336 2.98 0.94 0.68 -0.1554
N -1.22073 -0.90206 0.12403 -4.32 1.94 2.50 -0.2123
N -0.12917 -0.55807 0.78525 4.38 2.13 3.18 -0.4263
C 0.94320 0.07897 0.01515 -0.08 -1.29 -1.88 -0.2865
C 1.03701 -0.80998 -1.23386 7.58 0.82 -5.08 0.3871
O 1.90810 -0.49684 -2.23603 -5.69 -1.49 5.68 -0.5171
C 0.81652 1.44300 -0.51447 0.02 3.29 0.85 -0.2083
S 1.98853 2.61679 -0.25786 -2.03 -1.95 -0.68 0.0668
H -3.26474 -0.75428 0.42208 -0.78 -0.49 -0.22 0.1959
H -2.17450 0.00550 1.89721 -0.49 -1.71 -2.78 0.1509
H -0.10052 -0.07909 1.77966 -1.22 -1.34 -2.36 0.3578
H 1.91610 0.26720 0.49045 -0.07 -1.71 0.61 0.2665
H 0.75045 -1.86959 -1.16716 -0.57 0.49 -0.11 0.1810
H -0.16635 1.65873 -0.93782 0.27 0.38 -0.38 0.1997
```
Forces are in eV/Å.

Summary:
Electronic energy ... -738.77358 a.u.
ΔE to the lowest compared entry with this formula, charge and spin ... 145.0 kcal per mole
Max |F| ... 9.16 eV Å⁻¹
2S+1 ... 1
Gap between HOMO and LUMO ... 8.17 eV
Structure (SMILES) ... C=NN[C@@H](C=O)C=S

---

# 3
The following is a quantum chemistry calculation of 2 unconnected molecules or ions with the total composition C7H7Cl2N3O2S, from OMol25.

XYZ file:
```
22
Properties=species:S:1:pos:R:3:forces:R:3:nbo_charge:R:1
C 2.48463 1.37389 -0.40913 -3.87 -0.66 1.80 -0.6608
C 2.16029 -0.10620 -0.22520 0.06 0.05 0.87 -0.0791
S 3.04841 -1.21559 -1.23898 -0.57 -1.72 1.58 0.0862
C 1.25332 -0.55011 0.68630 0.44 -2.76 -0.13 -0.0265
Cl 0.90199 -2.30751 0.95026 0.74 1.07 -0.68 0.0066
N 0.46564 0.15717 1.63629 -0.94 0.37 -0.09 0.4840
O -0.35368 -0.47226 2.28258 0.38 0.71 0.22 -0.3579
O 0.58801 1.37146 1.66433 0.20 0.43 0.19 -0.4073
H 1.36722 1.76193 -0.39197 2.54 0.12 -0.78 0.2701
H 2.86221 1.79613 0.53457 0.34 -0.21 -0.55 0.2595
H 3.06635 1.51696 -1.28172 0.40 0.53 -0.71 0.2309
H 2.73425 -2.42888 -0.43380 0.49 2.15 -1.57 0.1905
Cl -0.45610 1.07338 -2.37501 1.40 1.22 -1.19 0.0479
C -1.36361 0.32959 -1.18218 -1.27 -0.28 -1.43 0.1467
C -2.20052 1.05168 -0.40482 -1.90 0.56 3.42 -0.3060
C -2.87257 0.23969 0.58940 3.63 -1.20 -1.67 0.0911
N -2.64759 -1.10918 0.65321 -2.42 1.72 0.25 -0.4287
C -2.12397 -1.64804 -0.42054 1.36 -0.27 0.07 0.2630
N -1.43209 -0.96744 -1.31702 0.31 -1.26 -0.14 -0.4584
H -2.26593 2.17112 -0.29511 0.24 -1.47 -0.53 0.2502
H -3.17054 0.70029 1.48036 -1.19 0.54 1.01 0.2070
H -2.04572 -2.73808 -0.50181 -0.36 0.37 0.07 0.1911
```
Forces are in eV/Å.

Summary:
Electronic energy ... -1904.08699 a.u.
ΔE to the lowest compared entry with this formula, charge and spin ... 34.4 kcal per mole
Max |F| ... 4.32 eV Å⁻¹
2S+1 ... 1
Gap between HOMO and LUMO ... 8.76 eV
Structure (SMILES) ... C/C(S)=C(/Cl)[N+](=O)[O-].Clc1ccncn1

---

# 4
The following is a quantum chemistry calculation of a molecular structure, C49H45AsCl2KN6O7S4, from OMol25.

XYZ file:
```
115
Properties=species:S:1:pos:R:3:forces:R:3:mulliken_spin:R:1
K 0.20320 -0.99356 -0.78377 0.91 -0.66 -0.03 -0.0071
O 1.86705 -0.12811 -2.29767 1.16 0.80 0.40 -0.0047
N 1.22346 -0.21510 -3.40209 -0.43 0.08 -0.87 0.0029
C 0.80766 0.89479 -4.01903 -0.30 0.74 -0.62 -0.0002
C 0.08701 0.88772 -5.19184 0.11 0.19 0.21 0.0001
C -0.24353 -0.33733 -5.75845 0.00 -0.27 0.06 -0.0002
C 0.19499 -1.48211 -5.13828 -0.48 0.52 -0.49 -0.0002
C 0.95377 -1.44081 -3.96046 0.47 -1.13 0.06 -0.0010
S 1.58134 -2.84339 -3.27117 0.10 -0.38 0.25 0.0016
H 1.06866 1.81269 -3.51838 0.12 0.00 0.08 -0.0001
H -0.23102 1.82292 -5.62409 -0.02 0.13 0.01 0.0000
H -0.84000 -0.38644 -6.65787 -0.04 -0.03 -0.13 0.0000
H -0.03467 -2.45910 -5.53687 0.06 -0.02 0.05 0.0003
Cl -6.84878 -2.01690 2.33156 -0.41 -0.08 0.09 0.0004
C -5.18434 -1.70886 1.93738 -0.04 -0.03 -0.31 -0.0069
C -4.29759 -1.37591 2.96457 0.20 0.02 -0.23 0.0062
C -2.99624 -1.11767 2.65075 -0.13 -0.07 0.18 -0.0111
Cl -1.88734 -0.81367 3.93155 0.30 0.11 0.42 0.0004
C -2.45736 -1.09336 1.30592 -0.33 0.00 0.02 0.0047
O -1.30314 -0.70901 1.05953 -0.60 0.18 0.61 0.0107
C -3.40529 -1.56940 0.32089 0.21 0.23 0.39 -0.0121
C -2.99239 -1.86837 -1.02111 -0.42 -0.35 -0.49 0.0051
O -1.89211 -1.76398 -1.52060 -1.05 -0.31 -0.39 -0.0023
C -4.73947 -1.83708 0.65143 -0.02 0.08 0.17 0.0127
H -4.63725 -1.33425 3.98831 0.02 -0.03 0.08 -0.0004
H -3.83371 -2.28229 -1.63235 0.09 0.06 -0.06 0.0015
H -5.41562 -2.16171 -0.12797 -0.07 -0.07 -0.07 -0.0005
S 5.88979 0.46633 -0.62795 0.47 -0.28 0.14 0.0264
C 7.59293 0.71058 -0.53404 -0.01 0.17 -0.05 0.0839
C 8.23189 -0.33796 0.05418 0.03 0.46 -0.21 -0.0541
C 7.35067 -1.35936 0.44223 -0.27 -0.25 0.09 0.1219
C 6.03149 -1.08998 0.14618 -0.14 0.20 -0.11 -0.0513
C 4.86031 -1.87738 0.40186 -0.24 0.24 -0.09 0.0443
C 3.56957 -1.42318 0.02355 0.44 -0.18 0.04 0.0095
N 2.46346 -2.05800 0.25582 -0.13 0.56 -0.27 0.0756
C 2.50961 -3.25563 0.86935 -0.48 -1.10 0.51 0.1212
C 3.74590 -3.81695 1.30070 0.62 0.64 -0.22 0.0476
C 3.74834 -5.07646 1.96772 -0.26 -0.53 0.25 -0.0269
C 2.59945 -5.75215 2.18892 0.61 -0.01 0.08 -0.0368
C 1.34552 -5.23710 1.74830 -0.87 -0.28 0.04 0.0511
C 0.15270 -5.92672 1.94670 0.59 0.22 -0.02 0.0754
C -1.04801 -5.38546 1.48322 -0.03 0.24 -0.13 0.0478
C -0.94969 -4.13788 0.81402 -0.04 -0.38 0.22 -0.0079
N 0.14397 -3.47101 0.62697 -0.59 0.55 -0.40 0.0710
C 1.30550 -3.97890 1.08036 1.27 -0.07 0.21 0.0959
C -2.31639 -6.02690 1.65754 -0.22 0.18 -0.15 -0.0525
C -2.62552 -7.23872 2.23983 0.40 0.14 -0.03 0.1284
C -3.99755 -7.53571 2.22832 -0.47 0.16 -0.14 -0.0596
C -4.74326 -6.55910 1.64246 -0.10 0.12 -0.09 0.0909
S -3.77343 -5.24341 1.08964 0.08 -0.53 0.32 0.0319
C 4.91659 -3.10548 1.06179 -0.48 -0.42 0.17 0.0742
H 8.01269 1.61729 -0.92241 0.16 0.17 -0.07 0.0089
H 9.29832 -0.37845 0.20650 0.15 0.03 -0.01 -0.0036
H 7.68142 -2.26403 0.92264 -0.05 -0.16 0.07 0.0229
H 3.45873 -0.48578 -0.50913 0.02 0.17 -0.13 -0.0259
H 4.70037 -5.47929 2.29161 0.06 -0.05 0.05 -0.0034
H 2.60463 -6.70719 2.69978 0.04 -0.08 0.04 -0.0025
H 0.16726 -6.88008 2.45993 0.05 -0.07 0.04 0.0379
H -1.85103 -3.68641 0.42070 -0.12 0.07 -0.06 -0.0151
H -1.88870 -7.89959 2.66211 0.19 -0.04 0.05 0.0253
H -4.41735 -8.44001 2.63887 -0.09 -0.10 0.05 -0.0038
H -5.80438 -6.51713 1.49738 -0.25 -0.07 0.02 0.0100
H 5.86216 -3.51687 1.39250 0.05 -0.05 0.03 0.0344
C -3.78517 5.64597 -5.84459 -0.01 -0.19 -0.04 0.0000
C -3.77847 5.97140 -4.36467 0.02 -0.71 0.54 0.0000
S -3.81195 4.36066 -3.48373 -0.65 1.08 -0.27 -0.0001
O -5.06500 3.72664 -3.82534 -0.18 0.03 0.21 0.0000
O -2.60246 3.68258 -3.83859 0.59 -0.10 0.17 0.0000
C -3.86830 4.77319 -1.71052 0.20 -0.26 -0.67 0.0001
C -3.80065 3.51262 -0.85208 -0.54 0.18 0.09 -0.0002
N -2.58589 2.78402 -1.06879 0.30 -0.48 0.02 0.0006
C -2.43159 1.62951 -1.78484 -0.57 0.63 0.46 -0.0015
N -1.17765 1.26771 -1.85517 0.64 -0.07 0.03 0.0006
C -0.46134 2.18819 -1.18623 -0.29 0.36 0.05 -0.0018
C -1.30781 3.16106 -0.68072 0.00 -1.07 -0.65 0.0024
N -0.98961 4.28255 0.04088 1.01 2.04 1.23 0.0002
O 0.21586 4.47282 0.32287 -1.84 -0.28 -0.53 0.0000
O -1.89495 5.09653 0.38509 1.21 -1.18 -0.39 0.0002
C -3.56382 0.90381 -2.40046 -0.05 0.07 -0.05 0.0005
H -3.73431 6.54304 -6.45984 -0.01 0.06 0.09 0.0000
H -4.69020 5.09396 -6.08740 -0.05 0.01 -0.13 0.0000
H -2.93250 5.01120 -6.07417 0.06 0.00 -0.12 0.0000
H -4.65505 6.53285 -4.05460 -0.07 0.08 0.10 0.0000
H -2.86480 6.47143 -4.05800 0.07 0.11 0.11 0.0000
H -4.81106 5.28632 -1.55250 -0.13 0.12 -0.03 -0.0001
H -3.03156 5.42292 -1.46849 0.01 0.10 -0.13 0.0001
H -4.64437 2.86097 -1.08672 0.12 -0.02 0.08 0.0000
H -3.84631 3.81314 0.20118 -0.16 -0.09 -0.32 0.0000
H 0.60603 2.13714 -1.11509 0.30 -0.05 0.06 -0.0003
H -4.10802 1.55271 -3.08596 -0.08 -0.06 0.01 0.0000
H -4.23794 0.53524 -1.62685 -0.10 -0.03 0.00 0.0000
H -3.16486 0.05767 -2.94870 0.08 -0.04 -0.03 0.0000
C 0.20550 1.92766 2.70176 -0.03 0.01 0.08 0.0012
As 1.32669 0.86170 1.48758 0.52 0.53 0.64 0.0011
C 2.20640 -0.19195 2.89399 0.00 -0.04 0.04 0.0021
C 2.82672 2.20841 1.26734 -0.26 -0.33 -0.27 0.0097
C 3.12342 3.00371 2.47007 0.17 0.31 0.32 -0.0024
C 4.08840 2.59902 3.39272 -0.02 -0.16 -0.14 0.0000
C 4.33495 3.33231 4.53861 0.09 0.04 0.17 -0.0001
C 3.62716 4.49709 4.78540 0.01 0.07 0.14 0.0000
C 2.66736 4.91851 3.87541 0.04 0.15 0.14 0.0000
C 2.42306 4.18567 2.73055 0.06 -0.09 -0.11 0.0009
H 0.76601 2.30310 3.56003 0.03 -0.03 -0.08 0.0000
H -0.60498 1.30300 3.06195 -0.04 -0.15 -0.09 0.0001
H -0.22539 2.77219 2.17033 -0.01 0.11 -0.05 -0.0004
H 2.35592 0.39166 3.80349 -0.05 0.09 -0.03 -0.0002
H 3.17235 -0.54924 2.53674 -0.03 -0.03 -0.05 -0.0011
H 1.58789 -1.05754 3.12203 -0.08 -0.07 -0.04 -0.0001
H 2.51721 2.86365 0.45061 0.06 -0.09 -0.06 -0.0005
H 3.69651 1.62412 0.95593 -0.11 0.05 -0.09 -0.0038
H 4.65532 1.69686 3.19924 0.00 -0.06 -0.02 -0.0001
H 5.08515 2.99376 5.24537 -0.01 0.01 -0.04 0.0000
H 3.82547 5.07341 5.68003 -0.02 0.03 0.04 0.0000
H 2.10859 5.82722 4.06977 -0.01 0.00 -0.05 0.0000
H 1.67881 4.51224 2.01702 -0.01 0.04 0.06 0.0001
```
Forces are in eV/Å.

Summary:
Total charge ... -2
Electronic energy ... -8098.25594 a.u.
ΔE to the lowest compared entry with this formula, charge and spin ... 46.9 kcal per mole
Max |F| ... 2.59 eV Å⁻¹
2S+1 ... 2
Gap between HOMO and LUMO (spin up / spin down) ... 2.14 / 4.48 eV